# 1
The following is a quantum chemistry calculation of C40H58CaN3O2Sb as an isolated structure, from the OMol25 dataset.

Relative energy (zero: lowest compared OMol25 entry of this formula, charge and spin)   0.000 eV
2S+1   1
HOMO   -7.997 eV
LUMO energy   0.19 eV
Kohn-Sham gap   0.3008 hartree

```
105
Properties=species:S:1:pos:R:3:mulliken_charge:R:1
Ca 12.90 10.10 8.21 1.6206
C 11.57 10.89 5.84 -1.9341
C 10.51 11.46 6.80 3.9504
C 10.06 12.82 6.20 -1.6911
C 9.43 10.46 7.04 0.1201
C 8.36 10.37 6.16 -0.5411
C 7.37 9.42 6.34 -1.6146
C 7.50 8.53 7.39 -0.1844
C 8.56 8.58 8.28 0.0266
C 8.72 7.49 9.32 1.2950
C 7.45 7.13 10.07 -1.6421
C 9.30 6.25 8.66 -1.3654
C 9.50 9.61 8.15 -1.0133
N 10.64 9.70 9.02 0.4932
C 10.37 9.89 10.32 -0.0157
O 9.28 10.14 10.86 -0.7144
C 11.56 9.79 11.23 0.1705
C 11.50 10.02 12.62 -0.7654
C 12.67 9.95 13.36 -0.6417
C 13.85 9.58 12.75 -1.0760
C 13.84 9.44 11.36 0.0606
N 12.73 9.56 10.63 0.1120
C 15.08 9.17 10.56 -0.5801
O 16.06 8.68 11.16 -0.7699
N 14.97 9.47 9.26 1.9255
C 16.05 9.09 8.41 -1.6950
C 15.82 8.05 7.50 1.6439
C 16.81 7.64 6.62 -0.4352
C 18.03 8.28 6.57 -1.5454
C 18.23 9.37 7.41 -0.6366
C 17.28 9.79 8.33 0.6559
C 17.60 10.97 9.24 2.0089
C 18.27 12.12 8.50 -1.8015
C 18.50 10.61 10.45 -1.5889
C 14.49 7.31 7.52 0.1884
C 14.64 5.91 8.11 -1.7695
C 13.82 7.24 6.14 -1.6800
H 12.55 11.40 5.94 0.3334
H 11.30 11.05 4.81 0.6102
H 11.73 9.79 5.89 0.4549
H 10.94 11.70 7.77 -1.3781
H 9.49 12.67 5.28 0.5766
H 10.93 13.46 5.94 0.3267
H 9.45 13.35 6.93 0.3607
H 8.29 11.02 5.30 0.2927
H 6.54 9.34 5.63 0.3364
H 6.75 7.75 7.48 0.3197
H 9.46 7.82 10.07 -0.0647
H 6.68 6.75 9.38 0.3317
H 7.02 7.97 10.64 0.3375
H 7.65 6.32 10.79 0.4185
H 8.64 5.81 7.92 0.3157
H 9.51 5.46 9.39 0.4414
H 10.24 6.50 8.15 0.1751
H 10.54 10.25 13.06 0.5378
H 12.63 10.14 14.42 0.4609
H 14.77 9.39 13.28 0.5781
H 16.63 6.78 5.95 0.3131
H 18.80 7.93 5.89 0.3686
H 19.18 9.88 7.36 0.3635
H 16.66 11.33 9.64 -0.7887
H 19.33 11.92 8.26 0.4786
H 18.24 13.02 9.11 0.3575
H 17.76 12.34 7.56 0.4638
H 19.53 10.39 10.13 0.3638
H 18.12 9.75 11.00 0.3748
H 18.55 11.45 11.14 0.4194
H 13.82 7.78 8.23 0.6554
H 15.37 5.31 7.54 0.3352
H 13.68 5.39 8.11 0.4270
H 15.04 5.95 9.12 0.4091
H 14.44 6.71 5.42 0.3523
H 13.66 8.23 5.73 0.4512
H 12.86 6.72 6.16 0.3886
C 10.44 13.35 11.25 -1.0726
C 11.17 14.04 10.06 0.9640
C 11.17 15.57 10.22 -1.4266
Sb 13.14 13.15 9.86 0.0804
C 14.27 14.66 10.92 0.2256
C 15.78 14.42 10.67 -1.4651
C 13.90 14.52 12.41 -1.4746
C 13.55 13.72 7.79 2.2639
C 13.74 15.22 7.57 -1.4088
C 14.78 12.92 7.28 -1.3322
H 9.42 13.70 11.32 0.4263
H 10.93 13.60 12.20 0.1931
H 10.39 12.28 11.17 0.1347
H 10.66 13.76 9.15 -0.1279
H 11.59 15.87 11.19 0.2921
H 10.15 15.97 10.22 0.4103
H 11.75 16.10 9.46 0.2569
H 13.98 15.64 10.55 0.5558
H 16.07 13.41 10.98 0.2276
H 16.39 15.13 11.23 0.5561
H 16.06 14.53 9.61 0.1878
H 14.26 13.57 12.81 0.2937
H 12.82 14.57 12.57 0.2747
H 14.36 15.31 13.02 0.3992
H 12.67 13.38 7.25 -1.3909
H 14.58 15.58 8.17 0.2298
H 12.84 15.78 7.82 0.3381
H 14.02 15.43 6.53 0.4585
H 15.72 13.26 7.73 0.2648
H 14.90 13.03 6.20 0.4219
H 14.78 11.84 7.48 0.1746
```

# 2
The following is a quantum chemistry calculation of a 9-piece molecular cluster, C40H58F10N2O28PS overall, from the OMol25 dataset.

Net charge   -1
2S+1   1
HOMO   -6.611 eV
LUMO energy   1.67 eV
Kohn-Sham gap   0.3042 hartree

```
140
Properties=species:S:1:pos:R:3:mulliken_charge:R:1
C 1.36 -3.42 3.47 -0.4972
O 1.16 -3.66 2.05 -0.3690
C -0.15 -4.22 1.76 -0.2150
C -1.08 -3.25 0.86 0.0088
C -2.13 -2.37 1.76 -0.4976
C -1.26 -1.33 2.63 -0.2072
C -1.61 0.22 2.34 -0.3325
C -1.11 0.65 0.87 1.3613
C -0.28 2.03 0.80 -1.5640
P 1.50 1.88 0.13 0.5868
C 0.85 1.68 -1.65 -1.6811
C 0.51 0.17 -2.09 0.2759
C 0.64 0.13 -3.72 -0.6522
C -0.39 -0.88 -4.43 -0.7158
N 0.19 -2.28 -4.36 -0.4676
C 1.65 3.77 -0.21 -1.0593
C 2.77 4.51 0.67 1.2907
C 3.15 5.88 -0.14 -1.2357
F 2.26 5.00 1.98 -0.4173
O 2.25 2.07 1.72 -0.3152
C 1.98 0.94 2.55 0.4941
N 1.49 0.32 3.48 -0.7619
S 3.52 1.50 -0.70 1.0777
O 3.64 0.13 -1.33 -0.5237
O 4.01 2.60 -1.61 -0.6504
F 4.60 1.49 0.64 -0.3562
H 0.36 -3.16 4.00 0.2217
H 1.90 -4.28 4.02 0.2652
H 2.03 -2.49 3.63 0.1326
H -0.64 -4.58 2.73 0.2511
H 0.05 -5.17 1.13 -0.0326
H -0.44 -2.47 0.31 -0.2596
H -1.61 -3.91 0.08 0.4032
H -2.95 -1.90 1.12 0.1779
H -2.62 -3.14 2.48 0.2390
H -1.41 -1.55 3.75 0.4460
H -0.16 -1.46 2.30 0.0020
H -2.78 0.29 2.37 -0.2471
H -1.26 0.93 3.18 0.4031
H -2.07 0.79 0.24 0.0310
H -0.58 -0.26 0.43 -1.0527
H -0.94 2.78 0.22 0.4848
H -0.25 2.45 1.89 0.4209
H 1.46 0.45 0.40 0.2516
H 1.57 2.10 -2.46 0.7441
H -0.12 2.31 -1.77 0.3239
H -0.61 -0.05 -1.88 0.1180
H 1.15 -0.62 -1.58 0.1447
H 0.40 1.20 -4.10 0.4445
H 1.74 -0.09 -4.02 0.1058
H -0.48 -0.64 -5.55 0.2532
H -1.45 -0.86 -3.99 0.3484
H 0.02 -2.57 -3.38 0.2291
H 1.21 -2.13 -4.50 0.1006
H 1.78 3.98 -1.34 0.2785
H 0.64 4.28 0.06 0.2977
H 3.75 3.95 0.79 0.0299
H 4.30 6.04 -0.17 0.1896
H 2.82 5.85 -1.24 0.3015
H 2.71 6.78 0.40 0.3349
C 4.28 3.66 4.14 -0.2267
C 4.74 4.20 5.45 0.3531
O 6.06 4.62 5.18 -0.3291
C 6.07 4.96 3.86 0.4483
O 6.93 5.61 3.33 -0.5671
O 4.97 4.47 3.21 -0.1720
F 4.79 3.23 6.39 -0.2957
H 4.57 2.61 3.99 0.2372
H 3.20 3.74 4.01 0.1526
H 4.15 5.04 5.82 0.2930
C 8.00 8.14 1.88 -0.0985
C 8.81 7.66 0.71 0.3150
O 9.34 8.85 0.17 -0.3155
C 9.46 9.71 1.23 0.6218
O 10.12 10.71 1.21 -0.5315
O 8.74 9.28 2.30 -0.3196
F 8.02 7.08 -0.22 -0.2705
H 6.99 8.45 1.59 0.2035
H 7.93 7.40 2.67 0.1708
H 9.62 6.98 0.98 0.2814
C -6.48 -0.38 5.03 -0.5437
C -5.07 -0.81 5.29 0.2877
O -4.61 -1.21 4.01 -0.2192
C -5.32 -0.46 3.12 0.5157
O -5.02 -0.33 1.97 -0.3912
O -6.40 0.13 3.70 -0.2352
F -5.02 -1.88 6.11 -0.2950
H -7.18 -1.22 5.05 0.2688
H -6.82 0.38 5.73 0.2972
H -4.42 -0.01 5.67 0.3099
C 5.68 -2.89 -3.60 -0.5146
C 4.33 -2.24 -3.68 0.5865
O 3.45 -3.35 -3.78 -0.1260
C 4.07 -4.37 -3.13 0.5957
O 3.52 -5.37 -2.77 -0.5725
O 5.39 -4.10 -2.91 -0.3265
F 4.22 -1.50 -4.81 -0.3212
H 6.10 -3.11 -4.58 0.2930
H 6.39 -2.28 -3.04 0.3353
H 4.06 -1.64 -2.81 0.1619
C -9.32 0.72 1.44 0.1344
C -10.29 -0.06 2.28 0.3515
O -10.63 0.84 3.31 -0.3045
C -10.51 2.08 2.76 0.5979
O -10.96 3.08 3.24 -0.5446
O -9.80 2.05 1.59 -0.3151
F -9.69 -1.14 2.83 -0.2492
H -8.30 0.66 1.82 0.0559
H -9.33 0.41 0.40 0.0745
H -11.19 -0.37 1.74 0.2066
C -5.92 2.05 -1.74 -0.5049
C -7.28 2.67 -1.84 0.3813
O -8.14 1.56 -1.95 -0.3083
C -7.51 0.54 -1.30 0.6403
O -8.05 -0.47 -0.95 -0.5743
O -6.20 0.83 -1.07 -0.2010
F -7.39 3.42 -2.96 -0.2956
H -5.49 1.83 -2.72 0.2925
H -5.22 2.66 -1.18 0.2843
H -7.56 3.27 -0.96 0.2768
C 1.91 -4.79 -6.71 0.1272
C 0.82 -4.72 -7.74 0.2961
O 1.49 -4.20 -8.88 -0.3048
C 2.78 -4.62 -8.76 0.6183
O 3.57 -4.60 -9.66 -0.5368
O 3.06 -5.06 -7.51 -0.3182
F -0.14 -3.85 -7.37 -0.2371
H 2.05 -3.85 -6.18 -0.1846
H 1.74 -5.59 -5.98 0.2836
H 0.37 -5.69 -7.99 0.2177
C -0.68 -8.68 -1.04 -0.4188
C -1.64 -9.47 -0.21 0.3102
O -1.98 -8.56 0.83 -0.2936
C -1.86 -7.32 0.28 0.6198
O -2.31 -6.33 0.76 -0.4620
O -1.16 -7.36 -0.89 -0.2480
F -1.04 -10.55 0.35 -0.2975
H 0.35 -8.74 -0.67 0.2856
H -0.69 -8.99 -2.09 0.2419
H -2.55 -9.78 -0.73 0.2865
```

# 3
The following is a quantum chemistry calculation of C40H59CoN5O4P2 as an isolated structure, from the OMol25 dataset.

Relative energy (zero: lowest compared OMol25 entry of this formula, charge and spin)   0.250 eV
Net charge   +1
2S+1   5
HOMO (spin up / spin down)   -11.491 / -11.398 eV
LUMO energy (spin up / spin down)   -3.41 / -5.15 eV
Kohn-Sham gap (spin up / spin down)   0.2971 / 0.2296 hartree

```
111
Properties=species:S:1:pos:R:3:mulliken_charge:R:1
Co 0.16 0.18 -0.18 0.1280
C 2.67 0.66 3.45 -1.7159
C 2.07 0.84 2.20 0.6061
N 1.06 0.12 1.78 1.8912
C 0.65 -0.91 2.55 -0.0323
C 1.16 -1.16 3.83 0.9991
C 2.19 -0.32 4.28 -1.2313
C 0.64 -2.26 4.59 -1.0889
C -0.30 -3.08 4.07 -1.0871
C -0.78 -2.89 2.73 1.0875
C -1.69 -3.77 2.10 -0.7097
C -2.05 -3.54 0.80 -1.0848
C -1.52 -2.43 0.13 -0.2925
N -0.68 -1.59 0.70 0.2919
C -0.31 -1.82 1.98 -0.3375
H 3.51 1.29 3.73 0.6147
H 2.46 1.59 1.51 -0.2271
H 2.62 -0.48 5.26 0.4858
H 1.02 -2.42 5.59 0.4845
H -0.68 -3.91 4.65 0.4449
H -2.08 -4.61 2.65 0.4863
H -2.73 -4.20 0.28 0.4799
H -1.78 -2.22 -0.90 0.4242
N -3.51 1.20 -5.25 -0.5255
C -3.01 0.51 -4.47 0.4745
N -2.49 -0.31 -3.58 -0.7496
C -1.75 -0.10 -2.60 1.1452
N -1.08 -0.08 -1.63 -0.1316
C -3.80 4.64 -2.44 -0.7525
C -2.59 4.11 -3.19 -0.6124
C -1.44 3.77 -2.22 -0.5144
C -1.99 3.32 -0.85 0.6222
C -3.31 2.56 -1.06 0.3468
C -4.38 3.55 -1.51 -0.9348
P -0.74 2.50 0.21 -0.2456
C -1.39 2.52 1.94 0.7556
C -2.30 1.32 2.23 0.1120
C -2.87 1.42 3.64 -0.9138
C -3.80 2.64 3.78 -0.9873
C -3.56 3.67 2.67 -0.6778
C -2.06 3.84 2.40 -0.9987
C 0.78 3.53 0.25 0.6008
C 0.56 5.01 0.64 -0.7568
C 1.83 5.84 0.33 -1.0132
C 3.08 4.98 0.48 -0.9413
C 3.09 3.89 -0.61 0.3620
C 1.67 3.44 -0.99 -0.2245
H -4.56 4.98 -3.14 0.4970
H -3.51 5.52 -1.85 0.3047
H -2.23 4.85 -3.91 0.5037
H -2.88 3.23 -3.77 0.0500
H -0.81 4.64 -2.08 0.2550
H -0.81 2.98 -2.65 -0.0046
H -2.23 4.22 -0.27 0.6681
H -3.64 2.03 -0.17 -0.2793
H -3.15 1.80 -1.83 -0.3070
H -4.83 4.02 -0.63 0.2389
H -5.18 3.01 -2.02 0.5309
H -0.48 2.37 2.54 0.6063
H -1.74 0.40 2.11 -0.5446
H -3.13 1.27 1.52 0.0347
H -2.04 1.49 4.35 0.3804
H -3.41 0.50 3.89 0.4778
H -3.64 3.12 4.75 0.3398
H -4.84 2.32 3.76 0.3860
H -3.99 4.63 2.95 0.5131
H -4.06 3.36 1.75 -0.0458
H -1.58 4.17 3.33 0.3892
H -1.91 4.65 1.69 0.5177
H 1.33 3.06 1.07 0.0550
H 0.33 5.08 1.71 0.3583
H -0.29 5.44 0.10 0.1188
H 1.86 6.70 1.00 0.5515
H 1.78 6.23 -0.69 0.3794
H 3.09 4.52 1.47 0.1993
H 3.98 5.59 0.41 0.6411
H 3.67 3.02 -0.28 -0.9125
H 3.59 4.28 -1.51 0.6329
H 1.70 2.43 -1.39 -0.7375
H 1.27 4.09 -1.77 0.7321
C 1.70 -1.26 -3.83 -1.4881
C 3.15 -1.05 -3.45 1.8390
C 4.06 -2.01 -4.20 -1.7498
C 3.58 0.39 -3.71 -1.1887
O 3.31 -1.42 -2.04 -0.2504
P 3.12 -0.58 -0.73 -0.7921
O 3.13 -1.44 0.46 -0.9726
O 1.80 0.27 -0.91 0.6351
O 4.19 0.59 -0.72 0.5892
C 5.57 0.45 -0.24 1.2933
C 5.54 0.54 1.28 -1.5068
C 6.18 -0.87 -0.71 -1.5401
C 6.30 1.63 -0.85 -1.5322
H 1.54 -1.02 -4.88 0.4908
H 1.05 -0.62 -3.23 -0.0627
H 1.41 -2.30 -3.66 0.3866
H 3.95 -1.87 -5.27 0.3916
H 3.79 -3.04 -3.96 0.3687
H 5.10 -1.86 -3.92 0.3690
H 3.47 0.61 -4.77 0.5760
H 4.62 0.54 -3.43 0.2065
H 2.97 1.10 -3.14 0.0544
H 4.96 -0.29 1.69 0.3001
H 5.09 1.49 1.59 0.1619
H 6.55 0.49 1.67 0.6068
H 5.63 -1.72 -0.33 0.3303
H 7.21 -0.93 -0.33 0.5362
H 6.22 -0.92 -1.79 0.2617
H 5.87 2.57 -0.51 0.3222
H 6.25 1.59 -1.94 0.3477
H 7.35 1.61 -0.55 0.4293
```

# 4
The following is a quantum chemistry calculation of a 8-piece molecular cluster, C40H60BrF7O24S overall, from the OMol25 dataset.

Relative energy (zero: lowest compared OMol25 entry of this formula, charge and spin)   0.000 eV
2S+1   1
HOMO   -10.027 eV
LUMO energy   -0.07 eV
Kohn-Sham gap   0.3659 hartree

```
133
Properties=species:S:1:pos:R:3:mulliken_charge:R:1
C -3.37 -2.61 4.06 -1.2989
C -4.69 -2.77 3.31 -0.5755
C -5.15 -1.48 2.60 1.2409
C -4.55 -1.37 1.19 -0.7377
C -3.94 -0.02 0.74 -0.7561
C -4.55 1.26 1.32 0.0122
C -3.87 2.51 0.75 -1.3593
C -2.47 2.74 1.34 0.2916
C -1.45 3.33 0.34 -1.0824
C -0.41 4.27 0.97 -0.7591
C 1.00 3.66 1.14 -1.0716
C 2.09 4.24 0.22 -0.3938
C 3.19 4.99 0.94 -0.7519
C 4.43 5.23 0.08 -0.7846
C 5.31 3.98 -0.04 -0.2809
C 6.26 4.08 -1.22 -0.7945
O 7.38 3.19 -1.02 -0.2369
S 8.83 3.81 -1.33 0.6920
O 9.51 4.10 -0.09 -0.6102
O 9.34 2.34 -1.85 -0.1882
C 10.59 2.34 -2.50 -0.0640
Br 10.35 2.98 -4.35 -0.1447
C 11.16 0.92 -2.40 -0.3557
C 11.65 0.24 -3.67 -1.4166
H -2.52 -2.56 3.36 0.2927
H -3.36 -1.69 4.65 0.2497
H -3.18 -3.45 4.72 0.4335
H -5.45 -3.10 4.02 0.3398
H -4.58 -3.57 2.57 0.3174
H -4.84 -0.66 3.24 -0.3750
H -6.23 -1.53 2.55 -0.5032
H -3.76 -2.11 1.12 0.3202
H -5.31 -1.68 0.46 0.2373
H -2.87 -0.03 0.93 0.3313
H -4.05 0.05 -0.34 0.2580
H -4.41 1.29 2.40 -0.1709
H -5.62 1.28 1.10 0.4775
H -3.78 2.41 -0.34 0.6112
H -4.48 3.38 0.97 0.3906
H -2.54 3.43 2.18 0.0165
H -2.08 1.80 1.74 0.1923
H -1.99 3.85 -0.45 0.5309
H -0.93 2.50 -0.14 0.2758
H -0.32 5.16 0.34 0.4724
H -0.77 4.62 1.93 0.3706
H 1.32 3.81 2.18 0.4280
H 0.94 2.58 1.00 0.4180
H 1.63 4.90 -0.52 0.3626
H 2.55 3.42 -0.35 0.1991
H 3.47 4.45 1.85 0.4266
H 2.80 5.96 1.27 0.2689
H 5.03 6.03 0.51 0.3982
H 4.12 5.57 -0.91 0.3716
H 4.69 3.09 -0.15 0.2660
H 5.90 3.85 0.86 0.2875
H 6.61 5.11 -1.33 0.4772
H 5.78 3.78 -2.15 0.2331
H 11.25 3.07 -2.05 0.5404
H 11.99 0.98 -1.70 0.2554
H 10.39 0.32 -1.93 0.2393
H 12.32 0.87 -4.26 0.4391
H 12.21 -0.66 -3.39 0.3675
H 10.82 -0.09 -4.29 0.3946
C -9.27 -4.45 1.33 -0.3961
C -7.76 -4.55 1.42 0.4688
O -7.34 -3.35 0.80 -0.2618
C -8.33 -2.43 0.92 0.7142
O -8.20 -1.27 0.72 -0.5106
O -9.47 -3.03 1.34 -0.3432
F -7.26 -5.61 0.74 -0.3139
H -9.63 -4.87 0.39 0.2948
H -9.81 -4.90 2.16 0.1097
H -7.37 -4.57 2.44 0.2593
C 8.30 -3.50 -2.96 -0.3986
C 8.49 -2.91 -4.34 0.5506
O 9.85 -2.50 -4.32 -0.3116
C 10.51 -3.26 -3.40 0.6713
O 11.68 -3.32 -3.30 -0.5221
O 9.62 -3.95 -2.65 -0.3444
F 7.70 -1.83 -4.56 -0.3167
H 8.01 -2.71 -2.26 0.3142
H 7.60 -4.33 -2.92 0.2611
H 8.35 -3.62 -5.16 0.0962
C -5.67 2.21 5.18 0.4785
C -4.36 2.57 5.85 0.3500
O -3.73 3.37 4.86 -0.2878
C -4.69 3.90 4.06 0.6678
O -4.50 4.74 3.24 -0.5125
O -5.88 3.32 4.31 -0.3679
F -3.59 1.49 6.12 -0.2861
H -5.55 1.30 4.58 -0.3825
H -6.50 2.08 5.87 0.0525
H -4.46 3.16 6.77 0.2980
C 6.37 -7.30 -7.66 -0.4298
C 6.61 -5.84 -8.03 0.2859
O 6.67 -5.22 -6.76 -0.2985
C 7.04 -6.15 -5.83 0.6525
O 7.38 -5.89 -4.73 -0.4664
O 6.98 -7.38 -6.37 -0.3266
F 5.59 -5.31 -8.74 -0.2690
H 5.29 -7.48 -7.57 0.2834
H 6.82 -8.01 -8.33 0.2684
H 7.54 -5.66 -8.56 0.3002
C -12.84 -6.41 4.12 -0.4398
C -13.70 -7.44 3.42 0.3068
O -13.56 -7.08 2.06 -0.3220
C -12.39 -6.41 1.90 0.6594
O -11.88 -6.16 0.86 -0.4711
O -11.88 -6.09 3.12 -0.2735
F -15.00 -7.36 3.77 -0.2804
H -13.44 -5.52 4.35 0.2719
H -12.34 -6.77 5.02 0.2664
H -13.37 -8.47 3.54 0.2778
C 8.23 6.17 -6.26 -0.3127
C 9.23 5.24 -6.92 0.5160
O 9.78 6.05 -7.94 -0.3457
C 9.65 7.36 -7.58 0.6210
O 10.18 8.26 -8.11 -0.4904
O 8.82 7.45 -6.51 -0.3399
F 8.64 4.15 -7.47 -0.2726
H 7.27 6.11 -6.77 0.2832
H 8.11 6.01 -5.20 0.1788
H 10.03 4.91 -6.25 0.0860
C -9.24 -0.37 5.05 -0.1338
C -9.54 -1.31 6.20 0.2872
O -8.51 -1.00 7.12 -0.3257
C -8.09 0.27 6.88 0.7202
O -7.39 0.90 7.60 -0.5185
O -8.59 0.72 5.71 -0.3022
F -9.44 -2.61 5.85 -0.2781
H -8.54 -0.83 4.35 0.0590
H -10.12 -0.01 4.52 0.2599
H -10.50 -1.15 6.69 0.2651
```

Number 1: maximum force 0.0295 hartree/bohr. Number 2: maximum force 0.1186 hartree/bohr. Number 3: maximum force 0.0101 hartree/bohr. Number 4: maximum force 0.0146 hartree/bohr.